A cluster of 6 separate species, C24H30N6 in total at a distorted geometry. Source: the Open Molecules 2025 dataset; level of theory: ωB97M-V with the def2-TZVPD basis set.

The geometry in XYZ format:
```
60
Properties=species:S:1:pos:R:3:forces:R:3
C -4.4718 1.4029 -0.7274 -1.32 -4.83 0.07
C -4.2783 0.9162 0.6718 -0.30 -4.23 -2.40
C -4.6676 -0.5813 0.5583 -0.10 1.61 0.07
N -5.1305 -0.8963 -0.7639 0.54 1.35 3.94
C -5.0683 0.2560 -1.4901 2.36 2.11 4.51
H -4.0796 2.2236 -1.3066 -0.22 0.48 0.55
H -3.6967 1.3487 1.5662 -1.32 -0.65 -1.76
H -4.7483 -1.4784 1.2624 0.40 1.95 -0.65
H -5.7035 -1.7701 -0.8931 1.01 1.69 -0.24
H -5.4505 0.1099 -2.3936 -1.20 0.56 -4.10
C 0.8206 3.5371 1.3401 -0.36 1.08 1.71
C -0.1869 2.9910 2.2756 4.50 3.49 2.68
C 0.3972 3.6118 3.6627 -0.40 -1.87 -6.50
N 1.5902 4.2817 3.4335 -5.87 -2.04 -4.83
C 1.8229 4.3443 2.1098 -2.60 -2.91 -2.75
H 0.6770 3.4638 0.1819 0.73 0.37 2.59
H -1.0482 2.3421 1.9756 0.89 0.96 0.92
H 0.2098 3.5255 4.6456 -1.41 -0.84 3.09
H 2.1737 4.3767 4.1437 3.29 1.13 3.51
H 2.6437 4.8134 1.6737 1.24 0.71 -0.34
C 0.3135 -0.7920 -0.0105 -4.63 -0.78 -2.02
C 0.3630 -1.4962 -1.2881 -1.73 0.20 -1.37
C -1.1114 -1.4027 -1.9445 5.26 0.30 4.71
N -1.8361 -0.7717 -0.9773 3.83 -0.38 2.33
C -1.1623 -0.4487 0.2136 4.01 -0.77 -2.63
H 1.1485 -0.5879 0.6493 -0.28 -0.14 -0.03
H 1.3707 -2.0409 -1.7561 -3.12 1.78 1.17
H -1.5685 -1.7381 -2.8208 -0.29 -0.58 -1.14
H -2.7775 -0.6278 -0.9140 -3.14 0.26 -0.54
H -1.6675 0.1299 0.9821 0.23 -0.34 -0.30
C 4.0838 -2.7637 -2.4364 0.53 1.89 0.56
C 4.5507 -2.4407 -1.0539 0.01 2.19 -0.95
C 5.1066 -1.0553 -1.0203 -1.83 -5.02 -2.49
N 5.0835 -0.6444 -2.3628 -0.18 -1.21 4.35
C 4.4489 -1.5608 -3.1029 -0.34 0.20 -2.77
H 3.4764 -3.6840 -2.8832 1.72 2.37 1.26
H 4.3734 -3.1114 -0.2020 0.35 0.60 -0.36
H 5.5837 -0.5204 -0.2602 0.48 0.62 0.92
H 5.3258 0.2902 -2.5963 0.00 0.34 -0.66
H 4.4104 -1.0328 -4.0905 -0.81 -2.00 0.14
C 0.9333 -3.2009 2.7295 -1.03 -3.42 5.89
C 0.7409 -2.4703 4.0626 1.36 -8.47 -0.26
C 0.8027 -3.5968 5.1532 -0.91 1.17 -6.76
N 0.8148 -4.8581 4.4949 0.81 0.68 -2.96
C 0.9953 -4.7008 3.1280 -1.05 6.47 -0.41
H 0.6137 -2.8920 1.7481 0.54 0.24 -0.12
H 0.5972 -1.4657 4.2061 -0.10 2.12 0.57
H 0.8620 -3.6879 6.1601 -0.06 0.62 2.90
H 0.6256 -5.8690 4.6937 0.43 1.89 1.13
H 0.8795 -5.3941 2.3397 0.01 -1.29 0.00
C -0.1698 3.6505 -3.1160 -5.60 -7.40 -0.81
C -1.0766 3.3465 -4.2770 -0.46 -1.64 1.04
C -1.7971 2.0628 -3.9825 1.72 1.36 -0.71
N -1.2595 1.5710 -2.8006 -1.60 -0.28 -0.54
C -0.4500 2.4072 -2.2104 5.86 5.07 1.31
H 0.4819 4.4276 -3.0333 1.60 1.83 0.55
H -1.2018 3.9145 -5.2843 0.21 -1.02 2.24
H -2.5004 1.3421 -4.5196 1.15 1.66 0.51
H -1.5262 0.6875 -2.3507 0.20 0.70 -0.49
H 0.3139 2.2066 -1.1927 -3.01 0.04 -3.35
```
Positions in Å, forces in eV/Å.

For the frontier orbital gap, the calculation gives 7.995 eV. For the HOMO energy, the calculation gives -7.39 eV.